Model a:
{"formula": "C3H8O2", "method": "the ωB97M-V functional and the def2-TZVPD basis", "species": ["C", "O", "H", "H", "H", "H", "C", "C", "O", "H", "H", "H", "H"], "coordinates": [[-0.72, 2.01, -0.74], [0.21, 1.60, 0.26], [-0.22, 2.62, -1.48], [-1.31, 1.19, -1.12], [-1.41, 2.74, -0.29], [1.01, 2.14, 0.20], [0.85, -2.08, -0.18], [0.05, -2.00, 0.88], [-0.78, -0.95, 1.16], [1.14, -3.09, -0.46], [1.47, -1.33, -0.66], [0.12, -2.67, 1.73], [-0.42, -0.17, 0.69]], "multiplicity": 1, "gap_ev": 9.03, "charge": 0, "smiles": "C=CO.CO"}


Model b:
{"formula": "C3H8O2", "method": "the ωB97M-V functional and the def2-TZVPD basis", "species": ["C", "C", "O", "C", "H", "H", "H", "H", "H", "H", "H", "H", "O"], "coordinates": [[-0.66, 1.43, 0.08], [-0.46, 0.10, -0.52], [-1.21, -0.86, 0.16], [0.20, -0.23, -1.63], [-0.37, 2.39, -0.33], [-1.02, 1.48, 1.10], [-1.40, -0.42, 1.00], [1.16, 1.63, 0.10], [0.82, 0.41, -2.23], [-0.06, -1.25, -1.89], [2.13, -1.16, 0.81], [1.23, 0.05, 0.78], [1.66, -0.56, 1.41]], "multiplicity": 1, "gap_ev": 7.89, "charge": 0}


Most stable one: model a, least stable one: model b.


Model a:
{"formula": "C4H7N3O", "method": "the ωB97M-V functional and the def2-TZVPD basis", "species": ["C", "C", "C", "C", "H", "H", "H", "H", "H", "H", "H", "N", "N", "N", "O"], "coordinates": [[-0.51, -1.67, -0.09], [1.11, 0.52, -0.38], [0.22, 1.40, 0.57], [-0.33, 0.71, -0.63], [-2.10, 0.00, 1.03], [-1.15, -2.54, -0.03], [2.47, -1.05, -0.06], [1.85, 1.02, -1.01], [-0.01, 1.02, 1.54], [0.39, 2.47, 0.49], [-0.74, 1.39, -1.38], [-1.10, -0.48, -0.48], [0.72, -1.82, 0.13], [1.54, -0.75, 0.16], [-2.36, -0.23, 0.14]], "multiplicity": 1, "gap_ev": 8.96, "charge": 0, "smiles": "ON1C=NN[C@@H]2C[C@@H]21"}


Model b:
{"formula": "C4H7N3O", "method": "the ωB97M-V functional and the def2-TZVPD basis", "species": ["C", "C", "C", "C", "H", "H", "H", "H", "H", "H", "H", "N", "N", "N", "O"], "coordinates": [[2.51, -1.04, 0.11], [0.28, -0.19, 0.00], [0.57, 1.34, 0.07], [-2.03, -1.31, -0.10], [3.01, -1.20, -0.88], [3.12, -1.83, 0.68], [2.82, 0.06, 0.32], [-1.62, -2.30, -0.58], [-2.95, -0.87, -0.62], [-2.50, -1.29, 0.98], [-1.28, 1.16, 1.18], [0.99, -1.28, 0.03], [1.06, 2.37, -0.23], [-1.13, -0.25, -0.22], [-1.88, 0.94, 0.17]], "multiplicity": 1, "gap_ev": 8.72, "charge": 0, "smiles": "C/N=C(\\C#N)N(C)O"}


Most stable one: model a, least stable one: model b.


Model a:
{"formula": "C4H7N3O", "method": "the ωB97M-V functional and the def2-TZVPD basis", "species": ["C", "C", "C", "C", "H", "H", "H", "H", "H", "H", "H", "N", "N", "N", "O"], "coordinates": [[1.56, -0.36, 1.04], [0.47, -0.37, 0.06], [-0.66, -0.62, -1.92], [-0.90, 0.55, -1.38], [-0.15, -0.72, 2.73], [1.77, -0.37, 3.03], [2.28, 0.54, 0.97], [2.31, -1.18, 0.81], [-0.99, -1.43, -2.48], [-1.63, 2.29, -0.96], [-3.35, 0.96, -1.51], [1.06, -0.22, 2.43], [0.22, -1.32, -0.81], [-2.01, 1.40, -1.66], [0.02, 0.84, -0.36]], "multiplicity": 1, "gap_ev": 8.46, "charge": 0}


Model b:
{"formula": "C4H7N3O", "method": "the ωB97M-V functional and the def2-TZVPD basis", "species": ["C", "C", "C", "C", "H", "H", "H", "H", "H", "H", "H", "N", "N", "N", "O"], "coordinates": [[-1.38, -0.09, -0.36], [1.52, 0.10, 0.51], [0.46, 1.06, 0.23], [-0.51, 0.91, -0.88], [-2.97, 0.62, 0.81], [-0.80, -2.38, -0.18], [1.67, -1.50, -0.84], [1.46, 0.00, 1.72], [2.65, 0.37, 0.04], [-0.22, 0.80, 1.06], [0.15, 0.79, -1.76], [-2.38, -0.22, 0.63], [-0.49, -1.36, -0.62], [0.97, -1.16, -0.06], [-0.13, 2.07, -0.30]], "multiplicity": 1, "gap_ev": 9.35, "charge": 0, "smiles": "[H]/N=C1/NNC[C@H]2O[C@H]12"}


Most stable one: model a, least stable one: model b.


Model a:
{"formula": "C4H7N3O", "method": "the ωB97M-V functional and the def2-TZVPD basis", "species": ["C", "C", "C", "C", "H", "H", "H", "H", "H", "H", "H", "N", "N", "N", "O"], "coordinates": [[0.17, 1.69, 0.41], [-0.01, 0.28, -0.37], [-0.69, -1.68, 0.14], [1.18, -0.56, -0.23], [0.78, 1.54, 1.57], [-0.89, 2.06, 0.32], [1.03, 2.14, -0.20], [-0.16, 0.31, -1.47], [-2.54, 0.60, 0.21], [-1.47, -2.46, 0.44], [3.10, -1.02, -0.29], [-1.25, -0.56, 0.01], [0.76, -1.78, 0.42], [2.47, -0.29, -0.48], [-2.49, -0.26, -0.47]], "multiplicity": 1, "gap_ev": 8.35, "charge": 0, "smiles": "[H]/N=C1\\N=CN(O)[C@H]1C"}


Model b:
{"formula": "C4H7N3O", "method": "the ωB97M-V functional and the def2-TZVPD basis", "species": ["C", "C", "C", "C", "H", "H", "H", "H", "H", "H", "H", "N", "N", "N", "O"], "coordinates": [[0.18, 2.26, -0.42], [0.14, 0.80, -0.22], [0.56, 0.22, 0.92], [0.07, -1.18, 0.79], [0.39, 2.64, -1.50], [-0.99, 2.57, -0.52], [0.89, 2.62, 0.24], [0.39, 1.04, 1.86], [0.44, -2.02, 2.45], [-0.62, -3.24, -0.13], [-0.48, 0.13, -2.31], [0.02, -2.15, 1.56], [-0.41, -1.19, -0.41], [-0.32, -0.04, -1.13], [-0.27, -2.45, -1.17]], "multiplicity": 1, "gap_ev": 8.16, "charge": 0}


Model c:
{"formula": "C4H7N3O", "method": "the ωB97M-V functional and the def2-TZVPD basis", "species": ["C", "C", "N", "C", "O", "N", "C", "N", "H", "H", "H", "H", "H", "H", "H"], "coordinates": [[-0.35, -0.11, -0.74], [0.68, 1.39, 0.97], [0.83, 0.35, -0.03], [-1.40, -1.96, 0.22], [-1.02, 0.91, -1.38], [-1.21, -0.73, 0.23], [2.02, 0.00, -0.44], [3.06, -0.35, -0.78], [-1.52, 1.41, -0.71], [-0.01, -0.81, -1.53], [0.52, 2.37, 0.51], [1.58, 1.43, 1.58], [-0.18, 1.15, 1.60], [-0.95, -2.65, -0.50], [-2.05, -2.39, 0.98]], "multiplicity": 1, "gap_ev": 10.17, "charge": 0, "smiles": "C=N[C@@H](O)N(C)C#N"}


Most stable one: model c, least stable one: model b.


Model a:
{"formula": "C4H7N3O", "method": "the ωB97M-V functional and the def2-TZVPD basis", "species": ["C", "C", "C", "C", "N", "N", "N", "O", "H", "H", "H", "H", "H", "H", "H"], "coordinates": [[-0.48, -1.57, -0.01], [-1.20, -0.46, 0.25], [0.77, 0.20, 0.10], [1.97, 1.03, 0.14], [0.82, -1.10, -0.16], [-0.44, 0.67, 0.33], [-3.53, -0.37, 0.43], [-3.87, 0.80, -0.34], [-0.58, -2.60, 0.02], [2.65, 0.52, 0.86], [2.48, 1.04, -0.81], [1.73, 2.04, 0.68], [1.64, -1.61, -0.07], [-3.86, 1.49, 0.28], [-3.57, -1.12, -0.14]], "multiplicity": 1, "gap_ev": 8.67, "charge": 0}


Model b:
{"formula": "C4H7N3O", "method": "the ωB97M-V functional and the def2-TZVPD basis", "species": ["C", "C", "C", "C", "N", "N", "N", "O", "H", "H", "H", "H", "H", "H", "H"], "coordinates": [[-1.26, 0.51, 2.23], [1.50, 1.12, -1.62], [-0.05, -0.79, -1.00], [-0.65, -0.43, 1.41], [-1.68, 1.28, 3.00], [0.27, 0.58, -1.72], [-0.94, -0.59, 0.03], [0.24, -1.37, 1.86], [1.50, 2.08, -1.07], [2.47, 0.62, -1.76], [-0.49, -1.49, -1.69], [1.00, -1.16, -0.74], [-0.54, 1.23, -1.44], [-1.83, -0.32, -0.23], [0.48, -1.26, 2.74]], "multiplicity": 1, "gap_ev": [6.43, 8.09], "charge": 0}


Most stable one: model b, least stable one: model a.


Model a:
{"formula": "C4H7N3O", "method": "the ωB97M-V functional and the def2-TZVPD basis", "species": ["C", "C", "C", "C", "H", "H", "H", "H", "H", "H", "H", "N", "N", "N", "O"], "coordinates": [[-2.16, 0.37, -0.05], [0.01, -0.79, -0.28], [2.02, 0.25, 0.32], [3.24, 0.60, -0.20], [-2.39, -1.47, 0.77], [-3.79, -0.70, 0.07], [-0.35, 1.22, -0.13], [-0.57, -1.67, -0.55], [1.58, 0.74, 1.20], [3.67, 0.00, -1.00], [3.74, 1.43, 0.31], [-2.78, -0.85, 0.05], [-0.77, 0.31, -0.02], [1.28, -0.87, -0.21], [-2.73, 1.43, -0.27]], "multiplicity": 1, "gap_ev": 9.55, "charge": 0, "smiles": "C=C/N=C\\NC(N)=O"}


Model b:
{"formula": "C4H7N3O", "method": "the ωB97M-V functional and the def2-TZVPD basis", "species": ["C", "C", "C", "C", "H", "H", "H", "H", "H", "H", "H", "N", "N", "N", "O"], "coordinates": [[2.38, -0.68, 0.25], [0.44, 0.50, -0.41], [-1.46, 1.27, 0.14], [-1.64, 0.02, -0.32], [2.33, -1.70, -0.15], [2.11, -0.68, 1.30], [3.49, -0.56, 0.21], [2.11, 1.24, -0.36], [-2.23, 1.98, 0.31], [-3.56, -0.60, -0.39], [-2.55, -1.29, 0.86], [1.76, 0.36, -0.64], [-0.12, 1.60, -0.05], [-2.65, -0.93, -0.13], [-0.40, -0.51, -0.63]], "multiplicity": 1, "gap_ev": 9.13, "charge": 0, "smiles": "CNc1ncc(N)o1"}


Most stable one: model a, least stable one: model b.


Model a:
{"formula": "CH2OS2", "method": "the ωB97M-V functional and the def2-TZVPD basis", "species": ["C", "O", "S", "S", "H", "H"], "coordinates": [[-0.52, -0.03, 0.32], [-2.82, 0.06, 0.19], [-1.74, 1.28, -0.04], [-1.65, -1.44, -0.08], [0.49, 0.12, -0.14], [-0.50, 0.14, 1.42]], "multiplicity": 1, "gap_ev": 6.80, "charge": 0}


Model b:
{"formula": "CH2OS2", "method": "the ωB97M-V functional and the def2-TZVPD basis", "species": ["C", "O", "S", "S", "H", "H"], "coordinates": [[-0.20, -0.11, -0.33], [1.46, -0.12, -2.53], [-1.11, -0.97, -1.57], [0.22, 0.52, -2.15], [-0.74, 0.62, 0.25], [0.66, -0.57, 0.03]], "multiplicity": 1, "gap_ev": 9.95, "charge": 0}


Most stable one: model b, least stable one: model a.


Model a:
{"formula": "Br2H2O2Si", "method": "the ωB97M-V functional and the def2-TZVPD basis", "species": ["O", "O", "Si", "Br", "Br", "H", "H"], "coordinates": [[0.88, 0.24, 1.16], [0.08, -0.58, -1.30], [-0.36, -0.03, 0.08], [-1.79, -1.40, 1.16], [-1.53, 1.83, -0.21], [1.74, 0.59, 0.70], [0.98, -0.64, -1.60]], "multiplicity": 1, "gap_ev": 10.28, "charge": 0, "smiles": "O[Si](O)(Br)Br"}


Model b:
{"formula": "Br2H2O2Si", "method": "the ωB97M-V functional and the def2-TZVPD basis", "species": ["O", "O", "Si", "Br", "Br", "H", "H"], "coordinates": [[-0.05, -0.68, 1.50], [-1.21, 0.65, -0.59], [0.10, -0.16, -0.08], [1.81, 1.24, -0.23], [0.36, -1.93, -1.42], [0.40, 0.11, 2.39], [-1.41, 0.77, -1.56]], "multiplicity": 1, "gap_ev": 10.47, "charge": 0}


Most stable one: model a, least stable one: model b.


Model a:
{"formula": "C3H4N2OS", "method": "the ωB97M-V functional and the def2-TZVPD basis", "species": ["C", "C", "C", "H", "H", "H", "H", "N", "N", "O", "S"], "coordinates": [[0.60, 0.80, -0.01], [1.87, 0.31, 0.00], [0.61, -1.43, 0.00], [-0.77, 2.06, -0.35], [2.80, 0.88, -0.01], [0.21, -2.43, -0.04], [-2.18, -0.17, 1.24], [1.86, -1.06, 0.01], [-0.23, -0.33, 0.00], [0.11, 2.04, 0.04], [-1.93, -0.31, -0.08]], "multiplicity": 1, "gap_ev": 8.85, "charge": 0, "smiles": "Oc1cncn1S"}


Model b:
{"formula": "C3H4N2OS", "method": "the ωB97M-V functional and the def2-TZVPD basis", "species": ["C", "C", "C", "N", "N", "O", "S", "H", "H", "H", "H"], "coordinates": [[-0.34, 0.39, -1.37], [0.61, -0.47, -1.74], [0.34, -0.31, 0.56], [0.10, -0.07, 2.19], [-0.46, 0.50, -0.03], [-1.24, 1.26, 0.69], [1.38, -1.18, -0.38], [-0.94, 1.14, -1.90], [1.13, -0.76, -2.73], [0.26, -0.93, 2.76], [-0.86, 0.43, 1.96]], "multiplicity": 1, "gap_ev": 9.16, "charge": 0}


Most stable one: model a, least stable one: model b.


Model a:
{"formula": "C3H4N2OS", "method": "the ωB97M-V functional and the def2-TZVPD basis", "species": ["C", "C", "C", "H", "H", "H", "H", "N", "N", "O", "S"], "coordinates": [[-1.04, 0.26, 0.02], [-0.75, 1.57, -0.71], [0.39, -0.15, 0.27], [-1.78, -1.52, -0.17], [-1.61, 0.48, 0.93], [-1.50, 2.21, -1.14], [2.18, 0.70, -0.29], [0.50, 1.87, -0.79], [1.17, 0.83, -0.24], [-1.77, -0.72, -0.72], [0.85, -1.56, 1.01]], "multiplicity": 1, "gap_ev": 8.53, "charge": 0, "smiles": "O[C@@H]1C=NNC1=S"}


Model b:
{"formula": "C3H4N2OS", "method": "the ωB97M-V functional and the def2-TZVPD basis", "species": ["C", "C", "C", "N", "N", "O", "S", "H", "H", "H", "H"], "coordinates": [[0.30, -0.63, -0.08], [0.82, -1.25, 0.97], [-1.21, -2.12, 1.88], [-2.10, -2.67, 1.43], [-0.93, 0.06, -0.20], [-0.92, 1.17, -0.98], [0.06, -1.33, 2.57], [0.90, -0.63, -0.96], [1.69, -1.84, 0.70], [-1.39, 0.17, 0.68], [-0.92, 0.87, -1.84]], "multiplicity": 1, "gap_ev": 9.64, "charge": 0, "smiles": "N#CS/C=C\\NO"}


Model c:
{"formula": "C3H4N2OS", "method": "the ωB97M-V functional and the def2-TZVPD basis", "species": ["C", "C", "C", "H", "H", "H", "H", "N", "N", "O", "S"], "coordinates": [[-1.86, -0.38, 0.01], [-0.52, 0.20, -0.02], [1.52, 0.45, 0.07], [-2.62, 0.22, -0.54], [-1.90, -1.37, -0.48], [-2.22, -0.48, 1.08], [3.02, -1.31, 0.08], [-0.30, 1.49, -0.10], [1.05, 1.63, 0.02], [0.61, -0.49, -0.08], [3.23, 0.03, -0.04]], "multiplicity": 1, "gap_ev": 9.73, "charge": 0, "smiles": "Cc1nnc(S)o1"}


Model d:
{"formula": "C3H4N2OS", "method": "the ωB97M-V functional and the def2-TZVPD basis", "species": ["C", "C", "C", "H", "H", "H", "H", "N", "N", "O", "S"], "coordinates": [[0.00, 1.15, 0.23], [1.02, -1.01, 0.05], [-1.36, -0.98, -0.13], [1.20, 2.70, -0.12], [-0.88, 1.71, 0.67], [1.98, -0.39, 0.25], [-1.21, -2.13, -0.40], [1.21, 1.62, -0.41], [-0.17, -0.24, 0.06], [1.04, -2.27, -0.09], [-2.82, -0.15, -0.10]], "multiplicity": 1, "gap_ev": 8.36, "charge": 0, "smiles": "[H]/N=C/N(C=O)C=S"}


Most stable one: model c, least stable one: model b.


Model a:
{"formula": "C3H4N2OS", "method": "the ωB97M-V functional and the def2-TZVPD basis", "species": ["C", "C", "C", "H", "H", "H", "H", "N", "N", "O", "S"], "coordinates": [[0.12, -0.14, -0.16], [-1.13, -0.91, 0.08], [-0.43, 1.28, -0.08], [3.51, -0.59, -0.02], [-1.13, -1.55, 0.98], [-1.23, -1.48, -0.82], [0.15, 2.18, -0.13], [1.30, -0.57, -0.11], [-1.64, 1.28, 0.06], [-2.20, 0.05, 0.09], [2.67, 0.45, 0.10]], "multiplicity": 1, "gap_ev": 9.37, "charge": 0, "smiles": "S/N=C1\\C=NOC1"}


Model b:
{"formula": "C3H4N2OS", "method": "the ωB97M-V functional and the def2-TZVPD basis", "species": ["C", "C", "C", "H", "H", "H", "H", "N", "N", "O", "S"], "coordinates": [[-2.58, 0.85, 0.14], [0.24, -0.19, -0.03], [2.26, -0.33, 0.10], [-1.89, 1.79, -0.25], [-3.10, 0.79, 1.61], [-3.62, 0.30, -0.52], [3.39, -0.74, 0.51], [1.27, -1.18, 0.06], [0.68, 1.07, -0.16], [1.96, 1.01, -0.03], [-1.48, -0.71, -0.10]], "multiplicity": 1, "gap_ev": 9.17, "charge": 0}


Model c:
{"formula": "C3H4N2OS", "method": "the ωB97M-V functional and the def2-TZVPD basis", "species": ["C", "C", "C", "H", "H", "H", "H", "N", "N", "O", "S"], "coordinates": [[1.42, -0.18, -0.15], [1.35, 1.20, -0.09], [-0.65, 0.18, 0.17], [3.36, -0.57, -0.04], [1.99, 1.96, 0.17], [-0.31, 2.36, -0.40], [-2.03, -1.61, 0.47], [-0.05, 1.41, 0.18], [0.27, -0.86, 0.24], [2.39, -1.06, -0.08], [-2.28, -0.29, -0.12]], "multiplicity": 1, "gap_ev": 8.59, "charge": 0, "smiles": "Oc1c[nH]c(S)n1"}


Most stable one: model c, least stable one: model b.


Model a:
{"formula": "C3H4N2OS", "method": "the ωB97M-V functional and the def2-TZVPD basis", "species": ["C", "C", "C", "N", "N", "O", "S", "H", "H", "H", "H"], "coordinates": [[0.09, -0.51, 0.22], [0.08, 0.22, 1.32], [-0.61, 1.80, 0.71], [-0.51, 0.19, -0.87], [-0.51, 1.53, -0.58], [0.33, -0.18, 2.57], [-0.98, 3.16, 1.42], [0.66, -1.33, 0.01], [-0.04, -0.01, -1.73], [-1.00, 2.15, -1.29], [-0.14, -0.94, 2.94]], "multiplicity": 1, "gap_ev": 8.63, "charge": 0, "smiles": "Oc1c[nH][nH]c1=S"}


Model b:
{"formula": "C3H4N2OS", "method": "the ωB97M-V functional and the def2-TZVPD basis", "species": ["C", "C", "C", "H", "H", "H", "H", "N", "N", "O", "S"], "coordinates": [[2.09, 0.32, 0.02], [-0.38, 0.30, 0.24], [-2.04, -1.15, -0.04], [2.93, 1.03, -0.53], [0.90, 2.05, 0.00], [-1.01, 1.13, -0.28], [-2.41, -2.28, -0.16], [0.80, 0.95, 0.28], [-0.58, -1.00, 0.59], [-2.84, -0.20, -0.13], [2.54, -1.15, 0.01]], "multiplicity": 1, "gap_ev": 8.54, "charge": 0, "smiles": "O=C/N=C/NC=S"}


Most stable one: model a, least stable one: model b.